The following is a DFT calculation (the ωB97M-V functional and the def2-TZVPD basis) of a cluster of 9 separate species, C18H58N4O9 in total.

Last columns: bonded neighbours and bond lengths (Å).
Geometry (Å):
1 O -1.5825 -1.1336 -0.3689  H2 0.960, H3 0.960, H4 0.960
2 H -2.2310 -0.6396 0.1381  O1 0.960
3 H -0.7283 -0.8437 -0.0402  O1 0.960
4 H -1.7115 -2.0649 -0.1747  O1 0.960
5 C -2.3620 -5.0307 2.3496  C6 1.493, H8 1.090, H9 1.090, H10 1.090
6 C -1.3431 -4.2233 1.6152  C5 1.493, O7 1.399, H11 1.090, H12 1.090
7 O -1.7590 -3.7575 0.3636  C6 1.399
8 H -1.9627 -5.4046 3.2924  C5 1.090
9 H -2.7040 -5.8724 1.7472  C5 1.090
10 H -3.2016 -4.3735 2.5759  C5 1.090
11 H -0.3997 -4.7681 1.5791  C6 1.090
12 H -1.1012 -3.3792 2.2610  C6 1.090
13 C -2.3140 2.2511 -1.0576  C14 1.546, H19 1.090, H20 1.090, H21 1.090
14 C -2.8563 2.4178 -2.4957  C13 1.546, C15 1.585, N18 1.426, H22 1.090
15 C -2.6100 1.1588 -3.4270  C14 1.585, O16 1.445, H23 1.090, H24 1.090
16 O -1.2444 0.9265 -3.8377  C15 1.445, C17 1.410
17 C -0.9465 1.9120 -4.8013  O16 1.410, H25 1.090, H26 1.090, H27 1.090
18 N -4.2396 2.7106 -2.3094  C14 1.426, H28 1.010, H29 1.010
19 H -2.8363 1.4518 -0.5317  C13 1.090
20 H -2.2550 3.1961 -0.5176  C13 1.090
21 H -1.2395 2.0680 -1.0461  C13 1.090
22 H -2.3260 3.2754 -2.9100  C14 1.090
23 H -3.2787 1.2108 -4.2862  C15 1.090
24 H -3.0537 0.2840 -2.9517  C15 1.090
25 H 0.0033 1.7327 -5.3051  C17 1.090
26 H -0.6089 2.8472 -4.3546  C17 1.090
27 H -1.6971 2.0902 -5.5713  C17 1.090
28 H -4.8732 1.9266 -2.3725  N18 1.010
29 H -4.3947 3.1107 -1.3951  N18 1.010
30 C -0.3415 2.1862 2.5817  C31 1.513, H36 1.090, H37 1.090, H38 1.090
31 C -0.7595 1.3914 3.7994  C30 1.513, C32 1.551, N35 1.459, H39 1.090
32 C -0.2840 2.0561 5.1174  C31 1.551, O33 1.433, H40 1.090, H41 1.090
33 O 1.1374 1.8862 5.1710  C32 1.433, C34 1.457
34 C 1.7697 2.4494 6.3570  O33 1.457, H42 1.090, H43 1.090, H44 1.090
35 N -2.2164 1.3143 3.8389  C31 1.459, H45 1.010, H46 1.010
36 H 0.7393 2.3048 2.5049  C30 1.090
37 H -0.8048 3.1729 2.5823  C30 1.090
38 H -0.5905 1.5374 1.7420  C30 1.090
39 H -0.3449 0.3881 3.7017  C31 1.090
40 H -0.7589 1.5692 5.9692  C32 1.090
41 H -0.4293 3.1361 5.1424  C32 1.090
42 H 1.2063 2.1938 7.2544  C34 1.090
43 H 1.8145 3.5319 6.2373  C34 1.090
44 H 2.7802 2.0587 6.4767  C34 1.090
45 H -2.5833 2.2539 3.8904  N35 1.010
46 H -2.4294 0.8923 4.7315  N35 1.010
47 C 1.8254 1.1574 -2.0366  C48 1.494, H53 1.090, H54 1.090, H55 1.090
48 C 2.9642 1.0969 -1.0721  C47 1.494, C49 1.577, N52 1.418, H56 1.090
49 C 2.8313 2.2375 0.0088  C48 1.577, O50 1.443, H57 1.090, H58 1.090
50 O 3.2167 3.5530 -0.4420  C49 1.443, C51 1.421
51 C 3.3655 4.5382 0.5710  O50 1.421, H59 1.090, H60 1.090, H61 1.090
52 N 2.9984 -0.1593 -0.4157  C48 1.418, H62 1.010, H63 1.010
53 H 1.4668 2.1521 -2.3013  C47 1.090
54 H 0.9052 0.6451 -1.7558  C47 1.090
55 H 2.0242 0.6169 -2.9620  C47 1.090
56 H 3.9322 1.2641 -1.5444  C48 1.090
57 H 3.4907 1.9305 0.8206  C49 1.090
58 H 1.8453 2.2220 0.4730  C49 1.090
59 H 3.2568 5.4868 0.0452  C51 1.090
60 H 4.2762 4.3941 1.1522  C51 1.090
61 H 2.5421 4.5332 1.2852  C51 1.090
62 H 3.0533 -0.8859 -1.1151  N52 1.010
63 H 3.8224 -0.2616 0.1592  N52 1.010
64 C 1.8636 -3.5518 -0.6729  C65 1.532, H70 1.090, H71 1.090, H72 1.090
65 C 1.1978 -2.8051 -1.8327  C64 1.532, C66 1.549, N69 1.449, H73 1.090
66 C 2.0092 -2.6400 -3.1417  C65 1.549, O67 1.420, H74 1.090, H75 1.090
67 O 3.1581 -1.8463 -2.8813  C66 1.420, C68 1.416
68 C 3.9973 -1.5393 -3.9802  O67 1.416, H76 1.090, H77 1.090, H78 1.090
69 N -0.0603 -3.4749 -2.0911  C65 1.449, H79 1.010, H80 1.010
70 H 1.1786 -3.5610 0.1749  C64 1.090
71 H 2.7396 -2.9922 -0.3451  C64 1.090
72 H 2.2823 -4.5189 -0.9510  C64 1.090
73 H 0.9350 -1.8160 -1.4576  C65 1.090
74 H 1.4582 -2.0208 -3.8496  C66 1.090
75 H 2.2165 -3.6189 -3.5740  C66 1.090
76 H 4.9726 -1.1287 -3.7188  C68 1.090
77 H 3.5771 -0.7954 -4.6571  C68 1.090
78 H 4.1812 -2.4141 -4.6038  C68 1.090
79 H -0.4488 -3.5358 -1.1608  N69 1.010
80 H 0.0983 -4.4424 -2.3337  N69 1.010
81 O -4.4133 -4.7127 -0.2971  H82 0.957, H83 0.957
82 H -3.5753 -4.3770 0.0214  O81 0.957
83 H -4.1865 -5.5122 -0.7721  O81 0.957
84 O -3.1024 0.0286 1.4441  H85 0.957, H86 0.957
85 H -3.8980 -0.4133 1.7407  O84 0.957
86 H -2.7173 0.3906 2.2421  O84 0.957
87 O 0.5267 -0.2723 0.7271  H88 0.957, H89 0.957
88 H 1.3384 -0.3102 0.2211  O87 0.957
89 H 0.8068 -0.0427 1.6132  O87 0.957

Summary:
energy above the lowest of the compared OMol25 structures with the same formula, charge and spin	225.8	kJ/mol
Kohn-Sham gap	7.518	eV
lowest unoccupied orbital energy	0.012	Eh
multiplicity	1
total charge	0